Version P
A molecular structure, C3H4Cl2S, computed with wB97M-V/def2-TZVPD.

Summary:
Gap between HOMO and LUMO   0.2996 hartree
2S+1   1

Last column: natural (NBO) charge in e.
Positions of all 10 atoms, in Å:
C -2.197 0.298 0.130  -0.43
C -0.922 0.470 0.173  -0.35
C 3.188 0.243 0.765  -0.16
S 0.203 -0.608 -0.663  -0.02
Cl 2.705 1.059 -0.594  0.10
Cl 3.427 -1.364 0.383  0.07
H -2.517 -0.561 -0.450  0.19
H -3.087 0.714 0.765  0.22
H -0.403 1.329 0.771  0.24
H -0.399 -1.581 -1.280  0.13

---

Version Q
A molecular structure, C3H4Cl2S, computed with wB97M-V/def2-TZVPD.

Summary:
Gap between HOMO and LUMO   0.3178 hartree
2S+1   1

Last column: natural (NBO) charge in e.
Positions of all 10 atoms, in Å:
C -0.213 1.607 0.345  -0.46
C 0.397 0.467 0.369  0.05
C -0.204 -0.843 0.814  -0.45
S 2.371 0.253 -0.811  0.12
Cl -0.680 -1.916 -0.629  -0.09
Cl 3.089 -1.294 0.220  -0.15
H 0.354 2.477 -0.038  0.23
H -1.045 2.040 0.917  0.24
H 0.437 -1.641 1.385  0.26
H -1.167 -0.617 1.381  0.24

---

version Q comes first in stability; the runner-up is 47.0 kcal/mol higher.

---

Version P
A single C2H10N4 molecule, computed with wB97M-V/def2-TZVPD.

Summary:
Gap between HOMO and LUMO   0.2884 hartree
2S+1   1

Last column: natural (NBO) charge in e.
Positions of all 16 atoms, in Å:
C -0.587 1.182 0.461  -0.02
C -1.125 -1.084 -1.068  -0.44
N 1.686 0.796 0.944  -0.33
N 0.365 0.716 1.350  -0.60
N -1.403 -0.392 0.197  -0.68
N 2.005 -0.246 -0.071  -0.74
H 1.885 1.683 0.472  0.30
H -0.707 -0.679 1.016  0.46
H -2.395 -0.397 0.426  0.39
H 2.942 -0.039 -0.419  0.34
H 2.099 -1.099 0.478  0.34
H -1.383 1.788 0.891  0.17
H -0.254 1.511 -0.526  0.17
H -1.627 -0.574 -1.890  0.20
H -0.047 -1.041 -1.229  0.25
H -1.455 -2.125 -1.032  0.20

---

Version Q
2 unconnected molecules or ions with the total composition C2H10N4, computed with wB97M-V/def2-TZVPD.

Summary:
Structure (SMILES)   [H]/N=C/N.NCN
Gap between HOMO and LUMO   0.3505 hartree
2S+1   1

Last column: natural (NBO) charge in e.
Positions of all 16 atoms, in Å:
N 0.479 -0.777 1.599  -0.81
C -0.512 -1.134 2.615  -0.06
N -1.741 -0.327 2.498  -0.85
H 0.532 0.241 1.541  0.33
H -0.005 -0.947 0.721  0.35
H -0.055 -1.150 3.610  0.16
H -0.795 -2.162 2.376  0.17
H -1.592 0.550 2.991  0.34
H -2.476 -0.779 3.033  0.35
N 0.293 1.746 -1.983  -0.79
C 0.486 0.691 -2.828  0.36
N 1.308 -0.250 -2.570  -0.84
H -0.637 2.130 -1.902  0.38
H 0.774 1.523 -1.117  0.39
H -0.132 0.757 -3.742  0.12
H 2.067 -0.288 -3.241  0.38

---

version Q comes first in stability; the runner-up is 72.1 kcal/mol higher.

---

Version P
2 unconnected molecules or ions with the total composition CHFI2S, computed with wB97M-V/def2-TZVPD.

Summary:
Gap between HOMO and LUMO (spin up / spin down)   0.2017 / 0.2645 hartree
2S+1   1

Last column: natural (NBO) charge in e.
Positions of all 6 atoms, in Å:
C 0.175 0.247 -0.294  -0.13
F -0.481 1.149 -1.112  -0.36
S 0.603 -1.240 -1.072  0.07
I 2.319 0.833 -0.077  0.19
I -2.073 -1.154 1.944  0.03
H -0.544 0.164 0.610  0.21

---

Version Q
A molecular structure, CHFI2S, computed with wB97M-V/def2-TZVPD.

Summary:
Gap between HOMO and LUMO (spin up / spin down)   0.1734 / 0.1709 hartree
2S+1   1

Last column: natural (NBO) charge in e.
Positions of all 6 atoms, in Å:
C -0.638 0.525 -0.428  -0.11
F -0.460 0.325 -1.736  -0.34
S -0.327 2.196 0.096  0.20
I -2.744 0.198 0.084  0.16
I 3.429 1.762 -0.121  -0.13
H -0.049 -0.207 0.126  0.21

---

Version R
A molecular structure, CHFI2S, computed with wB97M-V/def2-TZVPD.

Summary:
Gap between HOMO and LUMO   0.3102 hartree
2S+1   1

Last column: natural (NBO) charge in e.
Positions of all 6 atoms, in Å:
C 0.445 0.058 0.174  -0.35
F 0.470 0.584 -1.646  -0.56
S -0.706 -1.214 0.282  0.20
I 2.402 -0.513 0.289  0.32
I -2.717 -0.023 0.297  0.12
H 0.106 1.109 0.604  0.27

---

version R comes first in stability; the runner-up is 16.5 kcal/mol higher.

---

Version P
A gas-phase ion, C7H13N2O (charge +1), computed with wB97M-V/def2-TZVPD.

Summary:
Charge   +1
Gap between HOMO and LUMO (spin up / spin down)   0.2223 / 0.3481 hartree
2S+1   1

Last column: natural (NBO) charge in e.
Positions of all 23 atoms, in Å:
C -0.956 1.042 -1.146  0.49
C 2.094 0.323 0.749  -0.42
C 1.427 -1.053 0.869  -0.44
C -1.082 -1.121 0.119  -0.39
C 1.141 1.217 1.550  -0.32
C -0.880 -0.437 -1.246  -0.07
C -0.044 -0.705 1.189  -0.15
N -0.120 0.642 1.544  -0.11
N -1.507 1.758 -2.040  -0.70
O -1.762 -0.947 -2.214  -0.69
H 3.111 0.334 1.130  0.24
H 2.112 0.666 -0.288  0.21
H 1.525 -1.650 -0.033  0.22
H 1.863 -1.620 1.692  0.24
H -2.086 -0.890 0.481  0.23
H -0.997 -2.198 -0.022  0.25
H 1.439 1.263 2.615  0.27
H 1.090 2.271 1.256  0.25
H 0.135 -0.651 -1.614  0.24
H -0.406 -1.239 2.087  0.27
H -1.906 1.348 -2.894  0.44
H -1.560 2.766 -1.951  0.44
H -2.631 -1.119 -1.831  0.49

---

Version Q
A gas-phase ion, C7H13N2O (charge +1), computed with wB97M-V/def2-TZVPD.

Summary:
Charge   +1
Structure (SMILES)   CC[C@@H]1C=NC(C)=[NH+][C@H]1O
Gap between HOMO and LUMO   0.3519 hartree
2S+1   1

Last column: natural (NBO) charge in e.
Positions of all 23 atoms, in Å:
C -0.057 -1.439 -0.056  0.31
C -2.124 -0.435 -0.094  0.59
C 0.853 -0.330 0.182  -0.30
C -0.142 1.094 0.033  0.26
C -3.581 -0.703 0.009  -0.68
C 3.427 0.206 0.013  -0.62
C 2.135 -0.372 -0.569  -0.41
N -1.352 -1.509 -0.187  -0.52
N -1.565 0.747 -0.010  -0.50
O 0.066 1.966 1.042  -0.68
H 0.294 -2.512 0.036  0.23
H 0.916 -0.340 1.254  0.28
H -0.069 1.726 -0.920  0.18
H -3.914 -0.856 -1.055  0.29
H -4.134 0.306 0.141  0.23
H -3.804 -1.466 0.716  0.28
H 3.663 1.305 -0.161  0.23
H 4.284 -0.258 -0.382  0.24
H 3.500 0.180 1.105  0.22
H 2.296 -1.456 -0.619  0.22
H 1.976 -0.104 -1.573  0.23
H -2.185 1.520 0.176  0.42
H -0.482 2.733 0.920  0.48

---

version Q comes first in stability; the runner-up is 50.0 kcal/mol higher.

---

Version P
2 unconnected molecules or ions with the total composition C3H7O2P, computed with wB97M-V/def2-TZVPD.

Summary:
Structure (SMILES)   O=C=O.CPC
Gap between HOMO and LUMO   0.3412 hartree
2S+1   1

Last column: natural (NBO) charge in e.
Positions of all 13 atoms, in Å:
C 3.983 0.313 -0.314  1.02
C -0.188 -0.445 1.032  -0.92
C -2.307 0.017 -0.547  -0.93
O 3.286 -0.598 -0.247  -0.51
O 4.588 1.251 -0.569  -0.50
P -1.063 0.997 0.325  0.57
H -0.219 -1.321 0.354  0.22
H 0.813 -0.312 1.413  0.23
H -0.823 -0.776 1.757  0.22
H -1.697 -0.524 -1.356  0.23
H -2.900 0.748 -1.095  0.23
H -2.978 -0.517 0.132  0.23
H -0.494 1.166 -0.884  -0.07

---

Version Q
A molecular structure, C3H7O2P, computed with wB97M-V/def2-TZVPD.

Summary:
Gap between HOMO and LUMO   0.3772 hartree
2S+1   1

Last column: natural (NBO) charge in e.
Positions of all 13 atoms, in Å:
C 1.803 -0.308 -1.205  -0.44
C 1.409 -0.564 0.013  -0.19
C -0.445 -0.087 0.367  0.30
O -1.143 -0.102 -0.818  -0.73
O -0.801 -1.096 1.247  -0.74
P -0.475 1.609 1.122  0.29
H 2.805 -0.506 -1.558  0.20
H 1.128 0.128 -1.928  0.21
H 1.908 -0.968 0.866  0.20
H -1.135 -0.999 -1.178  0.48
H -1.715 -0.981 1.545  0.47
H -1.815 1.492 1.524  -0.04
H -0.850 2.216 -0.066  -0.01

---

version P comes first in stability; the runner-up is 57.4 kcal/mol higher.

---

Version P
2 unconnected molecules or ions with the total composition C5H9NO2, computed with wB97M-V/def2-TZVPD.

Summary:
Gap between HOMO and LUMO   0.1660 hartree
2S+1   1

Last column: natural (NBO) charge in e.
Positions of all 17 atoms, in Å:
C -1.571 2.375 -0.145  0.45
N -0.899 1.992 -1.217  -0.86
C 0.441 -0.524 1.626  -0.61
C 0.003 -0.181 0.193  -0.52
C 0.292 -1.141 -0.809  0.15
C 1.210 -2.287 -0.751  0.30
O 2.102 -2.469 0.037  -0.42
O -1.281 2.077 1.019  -0.69
H -2.553 2.876 -0.301  0.10
H -1.207 2.503 -2.037  0.34
H 0.051 0.289 2.218  0.26
H 1.502 -0.670 1.705  0.23
H -0.048 -1.462 1.894  0.21
H 0.518 0.768 -0.187  0.41
H -1.078 -0.087 0.131  0.30
H -0.298 -1.115 -1.725  0.21
H 0.886 -3.124 -1.403  0.13

---

Version Q
A molecular structure, C5H9NO2, computed with wB97M-V/def2-TZVPD.

Summary:
Gap between HOMO and LUMO   0.3304 hartree
2S+1   1

Last column: natural (NBO) charge in e.
Positions of all 17 atoms, in Å:
O -1.018 -0.204 2.250  -0.59
C -1.248 -0.865 1.237  0.64
O -1.057 -2.138 0.985  -0.58
C -1.727 -0.059 -0.015  -0.49
C -0.710 -0.363 -1.110  -0.45
C 0.705 0.079 -0.910  -0.29
C 1.318 0.504 0.228  -0.03
N 2.503 1.240 0.104  -0.83
H -0.113 -1.442 1.014  0.53
H -2.612 -0.674 -0.235  0.23
H -1.837 0.977 0.255  0.24
H -1.081 0.038 -2.088  0.22
H -0.753 -1.424 -1.387  0.23
H 1.379 0.175 -1.742  0.20
H 0.843 0.555 1.193  0.21
H 2.581 1.846 -0.694  0.38
H 2.827 1.755 0.917  0.38

---

version Q comes first in stability; the runner-up is 50.3 kcal/mol higher.